(1)
The following is a quantum chemistry calculation of a cluster of 5 separate species, C25H61Cl3O16P4 in total in a non-equilibrium geometry, from OMol25.

Values from the calculation:
2S+1 = 1
highest occupied orbital energy = -9.77 eV
DFT total energy = -4939.1996 Eh
structure (SMILES) = CCOP(=O)(OCC)OCC.CCOP(=O)(OCC)OCC.CCOP(=O)(OCC)OCC.CCOP(=O)(OCC)OCC.ClC(Cl)Cl
charge = 0
energy above the lowest of the compared OMol25 structures with the same formula, charge and spin = 3.340 eV

Last column: Mulliken charge in e.
Positions of all 109 atoms, in Å:
C: -0.789 7.428 -2.358  -0.904
C: -1.810 6.842 -1.336  -0.352
O: -1.083 7.135 -0.191  -0.351
P: -0.280 5.783 0.382  0.938
O: 0.045 4.793 -0.626  -0.546
O: -1.227 5.363 1.696  -0.330
C: -0.807 4.328 2.561  0.268
C: -1.330 4.612 3.954  -1.479
O: 1.068 6.260 1.184  -0.334
C: 2.185 6.620 0.351  0.068
C: 3.253 5.521 0.469  -1.036
H: -1.047 6.980 -3.317  0.347
H: -0.907 8.505 -2.241  0.308
H: 0.234 7.132 -2.126  0.139
H: -2.737 7.414 -1.308  0.326
H: -2.197 5.824 -1.289  0.337
H: -1.162 3.318 2.353  0.020
H: 0.268 4.341 2.738  0.351
H: -1.383 5.622 4.360  0.379
H: -2.330 4.205 4.100  0.266
H: -0.729 4.093 4.701  0.399
H: 1.841 6.789 -0.670  0.011
H: 2.787 7.459 0.700  0.343
H: 3.557 5.462 1.514  0.288
H: 2.973 4.556 0.047  0.144
H: 4.154 5.774 -0.091  0.426
C: 1.681 1.457 0.058  -1.487
C: 1.069 0.193 0.631  0.349
O: 2.063 -0.689 1.193  -0.394
P: 1.885 -1.478 2.607  0.988
O: 0.837 -0.914 3.542  -0.791
O: 1.575 -3.037 2.228  -0.199
C: 1.347 -3.930 3.226  -0.218
C: 2.485 -4.216 4.191  -1.026
O: 3.394 -1.714 3.072  -0.063
C: 4.203 -0.721 3.460  -0.265
C: 4.404 -0.754 4.956  -1.213
H: 2.697 1.212 -0.250  0.431
H: 1.168 1.929 -0.780  0.463
H: 1.752 2.297 0.748  0.247
H: 0.305 0.504 1.343  0.161
H: 0.605 -0.296 -0.226  0.014
H: 0.440 -3.653 3.764  0.125
H: 0.934 -4.751 2.640  0.484
H: 2.448 -3.457 4.973  0.370
H: 2.325 -5.138 4.750  0.371
H: 3.549 -4.203 3.955  -0.112
H: 5.124 -0.614 2.888  0.386
H: 3.736 0.226 3.189  0.294
H: 4.410 -1.758 5.380  0.239
H: 5.309 -0.302 5.362  0.379
H: 3.547 -0.333 5.482  0.362
C: -7.329 -1.122 -0.654  -1.078
C: -6.492 -1.993 0.194  -0.303
O: -5.056 -1.805 -0.236  -0.323
P: -3.874 -1.133 0.679  0.672
O: -2.520 -1.204 0.058  -0.404
O: -4.332 0.448 0.876  -0.258
C: -3.567 1.179 1.817  0.256
C: -3.863 2.628 1.454  -1.125
O: -3.967 -1.755 2.147  -0.245
C: -3.902 -3.070 2.414  -0.442
C: -2.439 -3.353 2.776  -1.142
H: -7.524 -1.829 -1.460  0.303
H: -8.312 -0.789 -0.321  0.310
H: -6.705 -0.255 -0.871  0.287
H: -6.515 -1.638 1.224  0.310
H: -6.550 -3.077 0.093  0.359
H: -3.871 1.002 2.849  0.248
H: -2.536 0.830 1.755  0.011
H: -3.140 2.833 0.665  0.248
H: -4.897 2.890 1.228  0.401
H: -3.603 3.333 2.243  0.200
H: -4.402 -3.227 3.370  0.320
H: -4.290 -3.841 1.749  0.310
H: -1.843 -3.503 1.876  0.314
H: -1.912 -2.654 3.425  0.262
H: -2.392 -4.307 3.300  0.512
C: -0.475 -5.902 -6.810  -1.203
C: -0.849 -4.426 -6.954  -0.217
O: 0.326 -3.798 -6.438  -0.239
P: 0.393 -2.271 -5.769  0.831
O: -0.685 -1.301 -6.259  -0.713
O: 0.300 -2.409 -4.119  -0.307
C: 0.397 -1.273 -3.332  0.009
C: -1.035 -0.800 -2.952  -1.243
O: 1.947 -1.788 -6.109  -0.347
C: 3.103 -2.263 -5.366  -0.108
C: 4.139 -1.113 -5.260  -1.205
H: 0.230 -6.103 -7.617  0.321
H: 0.259 -6.293 -6.105  0.340
H: -1.305 -6.607 -6.849  0.352
H: -1.012 -3.943 -7.917  0.319
H: -1.640 -4.131 -6.264  0.289
H: 0.809 -1.707 -2.421  0.254
H: 1.004 -0.469 -3.748  0.260
H: -1.789 -1.560 -2.748  0.310
H: -0.966 -0.105 -2.115  0.308
H: -1.418 -0.326 -3.856  0.449
H: 2.955 -2.628 -4.349  0.276
H: 3.593 -3.031 -5.964  0.348
H: 4.211 -0.522 -6.173  0.315
H: 3.879 -0.366 -4.510  0.281
H: 5.135 -1.485 -5.019  0.376
C: 5.735 -5.233 2.874  -0.049
Cl: 6.251 -3.589 3.356  -0.090
Cl: 4.333 -5.272 1.681  -0.089
Cl: 5.657 -6.301 4.319  -0.109
H: 6.512 -5.592 2.198  0.358

=====

(2)
The following is a quantum chemistry calculation of a cluster of 6 separate species, C4H19N2O7 in total in a non-equilibrium geometry, from OMol25.

Values from the calculation:
2S+1 = 1
highest occupied orbital energy = -4.66 eV
DFT total energy = -800.0585 Eh
charge = -1
energy above the lowest of the compared OMol25 structures with the same formula, charge and spin = 1.237 eV

Last column: Mulliken charge in e.
Positions of all 32 atoms, in Å:
C: -0.165 1.493 0.906  0.091
C: 0.790 1.931 -0.241  -0.927
C: 0.679 1.100 -1.506  -0.140
O: 1.507 -0.053 -1.441  -0.615
N: 0.428 1.061 2.186  -0.132
C: 1.419 0.091 2.328  0.405
N: 1.316 -0.928 1.465  -0.607
O: 2.163 0.127 3.306  -0.769
H: -0.724 2.366 1.152  0.424
H: -0.843 0.710 0.548  -0.363
H: 0.607 2.981 -0.527  0.394
H: 1.822 2.053 0.133  0.330
H: -0.349 0.728 -1.653  0.158
H: 0.812 1.708 -2.436  0.412
H: 0.266 1.583 3.016  0.184
H: 2.209 -1.389 1.454  0.114
H: 1.388 -0.470 -0.475  0.193
H: -3.387 -1.125 0.834  0.295
H: -2.072 -1.080 -0.170  0.368
O: -2.919 -0.731 0.063  -0.712
H: 2.352 -1.441 -3.695  0.269
H: 2.203 -0.079 -3.056  0.455
O: 2.211 -0.518 -3.930  -0.681
H: 0.419 -2.790 -1.286  0.341
H: -0.311 -2.421 0.095  0.318
O: -0.323 -2.989 -0.681  -0.691
H: -3.405 1.590 -1.356  0.306
H: -2.480 1.002 -0.460  0.333
O: -2.754 1.889 -0.738  -0.596
H: -1.100 -2.936 2.244  0.235
H: -0.506 -1.432 1.992  0.324
O: -1.255 -2.031 1.931  -0.717

=====

(3)
The following is a quantum chemistry calculation of a structure of composition C38H41ClO6P2Tl in a non-equilibrium geometry, from OMol25.

Values from the calculation:
2S+1 = 1
highest occupied orbital energy = -3.74 eV
DFT total energy = -3238.4868 Eh
charge = -1

Last column: Mulliken charge in e.
Positions of all 89 atoms, in Å:
Tl: -0.032 0.050 -0.119  3.099
C: 2.752 0.959 1.648  -1.283
C: 1.949 0.196 2.734  -1.405
P: 0.072 0.120 2.444  0.256
C: -0.477 -0.850 4.309  1.354
C: -0.226 -2.306 4.426  -0.937
C: -0.496 -2.959 5.578  -0.423
C: -1.008 -2.304 6.734  -0.886
C: -1.250 -0.948 6.695  -0.451
C: -1.084 -0.132 5.582  -1.711
C: -0.465 1.914 2.684  1.237
C: 0.255 2.800 3.481  -0.465
C: -0.149 4.121 3.621  -0.776
C: -1.286 4.572 2.969  -0.746
C: -2.017 3.695 2.177  -1.206
C: -1.610 2.380 2.035  -0.594
P: 2.689 0.134 -0.041  1.089
C: 3.836 1.210 -0.978  0.662
C: 3.515 2.557 -1.132  -0.462
C: 4.342 3.408 -1.846  -0.744
C: 5.507 2.924 -2.429  -0.503
C: 5.828 1.581 -2.299  -0.622
C: 4.995 0.730 -1.586  -0.685
C: 3.608 -1.405 0.218  0.115
C: 4.808 -1.471 0.925  0.035
C: 5.451 -2.684 1.105  -0.719
C: 4.896 -3.847 0.580  -0.437
C: 3.701 -3.789 -0.121  -0.578
C: 3.055 -2.571 -0.304  -0.568
H: 3.792 1.042 1.975  0.797
H: 2.385 1.984 1.540  0.557
H: 2.143 0.630 3.720  0.839
H: 2.307 -0.838 2.780  0.505
H: 0.177 -2.845 3.572  0.431
H: -0.299 -4.025 5.624  0.396
H: -1.180 -2.863 7.642  0.360
H: -1.594 -0.466 7.605  0.333
H: -1.294 0.926 5.602  0.518
H: 1.138 2.468 4.011  0.305
H: 0.426 4.796 4.243  0.450
H: -1.604 5.601 3.075  0.374
H: -2.904 4.037 1.661  0.488
H: -2.193 1.718 1.395  0.470
H: 2.602 2.953 -0.705  0.172
H: 4.071 4.450 -1.956  0.413
H: 6.153 3.588 -2.989  0.355
H: 6.727 1.190 -2.759  0.393
H: 5.258 -0.318 -1.518  0.363
H: 5.261 -0.572 1.329  0.344
H: 6.384 -2.726 1.653  0.382
H: 5.396 -4.797 0.723  0.369
H: 3.262 -4.691 -0.526  0.417
H: 2.106 -2.526 -0.834  0.246
O: -1.372 2.298 -2.360  -0.702
Cl: -0.132 1.808 -1.829  1.428
O: 0.967 2.468 -2.496  -0.672
O: -0.154 -0.015 -2.423  -0.698
O: -0.096 2.317 -0.320  -0.626
O: 0.054 -1.982 -0.047  -1.292
C: -4.043 -0.576 -3.011  -1.587
C: -2.904 -1.568 -2.765  0.524
C: -1.584 -1.016 -3.324  -1.172
C: -2.956 -2.076 -1.308  0.787
C: -3.376 -3.393 -1.222  -0.932
C: -3.559 -4.046 -0.017  -1.495
C: -3.332 -3.335 1.136  -0.771
C: -2.920 -2.008 1.113  0.520
C: -2.800 -1.398 2.505  0.810
C: -3.925 -0.398 2.810  -1.697
C: -1.451 -0.806 2.834  1.191
C: -2.689 -1.314 -0.113  0.455
O: -2.310 -0.042 -0.134  -1.188
H: -4.116 -0.324 -4.074  0.420
H: -3.887 0.351 -2.455  0.229
H: -4.998 -1.003 -2.700  0.395
H: -3.092 -2.442 -3.394  0.530
H: -1.399 0.078 -2.857  0.137
H: -1.589 -0.895 -4.409  0.506
H: -0.768 -1.704 -3.075  0.351
H: -3.576 -3.938 -2.139  0.319
H: -3.888 -5.078 0.017  0.341
H: -3.493 -3.822 2.093  0.371
H: -2.910 -2.220 3.221  0.717
H: -3.859 0.489 2.179  0.281
H: -3.891 -0.072 3.855  0.415
H: -4.891 -0.869 2.633  0.506
H: -1.374 0.310 2.287  -1.537
H: -0.488 -1.545 2.496  -0.304
H: -1.464 -0.504 4.172  0.514